CHBrCl2 | ωB97M-V with the def2-TZVPD basis set

Geometry as XYZ:
```
5
Properties=species:S:1:pos:R:3:forces:R:3
C 0.985803 -0.117790 0.184051 -0.7 0.1 -0.2
Cl -0.551417 0.183340 0.804223 -0.3 -0.5 0.3
Cl 1.338846 -1.619051 -0.584969 -0.1 1.1 0.4
Br -3.176198 0.704369 -0.333978 0.2 0.0 0.0
H 1.402967 0.849133 -0.069329 0.9 -0.6 -0.5
```
Positions in Å, forces in eV/Å.

As for the net charge: 0. The HOMO-LUMO gap (spin up / spin down) comes out at 9.6 / 6.0 eV. The value obtained for the HOMO energy (spin up / spin down) is -10.609 / -8.987 eV. Its energy above the lowest of the compared OMol25 structures with the same formula, charge and spin is 43.8 kcal per mole. The LUMO energy (spin up / spin down) comes out at -1.1 / -3.0 eV. As for the spin multiplicity: 1.